# 1
The following is a DFT calculation (ωB97M-V/def2-TZVPD) of a 2-piece molecular cluster, C6H15ClNO2 overall in a non-equilibrium geometry.

Calculated values
**LUMO**: -2.904 eV
**Maximum force**: 5.061 eV/Å

Structure (ORCA input):
```
! RIJCOSX wB97M-V def2-TZVPD def2/J DEFGRID3
* xyz 1 1
C 2.917 -0.614 -0.012
C 1.381 0.831 -1.431
C -2.828 0.842 1.144
C 0.363 -1.178 -0.270
C -1.527 -0.268 -0.542
C 1.494 -0.055 -0.173
N -1.502 0.463 0.724
O -2.599 -1.147 -0.713
O 1.182 0.821 0.993
Cl 0.045 -2.221 1.059
H 3.705 0.245 -0.086
H 3.007 -1.145 0.873
H 3.189 -1.274 -0.797
H 0.776 1.663 -1.144
H 2.383 1.168 -1.831
H 0.839 0.275 -2.295
H -3.405 0.071 1.768
H -2.888 1.788 1.639
H -3.341 0.993 0.201
H 0.415 -1.731 -1.125
H -1.324 0.241 -1.482
H -0.697 1.229 0.541
H -0.970 -0.047 1.518
H -2.684 -1.856 -0.067
H 2.070 0.905 1.508
*
```



# 2
The following is a DFT calculation (ωB97M-V/def2-TZVPD) of a 2-piece molecular cluster, C6H15ClNOP overall in a non-equilibrium geometry.

Calculated values
**LUMO (alpha / beta)**: 0.869 / -1.657 eV
**Maximum force**: 3.638 eV/Å

Structure (ORCA input):
```
! RIJCOSX wB97M-V def2-TZVPD def2/J DEFGRID3
* xyz 0 3
C 1.349 1.872 1.109
C 0.329 1.578 3.353
C -0.739 -1.813 -3.268
C -1.576 -1.641 -0.765
C 0.195 1.201 1.877
C -0.405 -1.674 -1.730
N 0.349 -0.249 1.658
O 1.836 0.219 -2.152
P 0.506 0.072 -1.460
Cl -0.819 1.450 -2.098
H 1.225 2.936 1.202
H 2.367 1.396 1.317
H 1.224 1.516 0.070
H 0.857 2.551 3.511
H 0.820 0.732 3.869
H -0.719 1.659 3.780
H -1.139 -2.752 -3.480
H -1.236 -0.996 -3.747
H 0.172 -1.838 -3.793
H -1.092 -1.199 0.213
H -1.923 -2.635 -0.502
H -2.442 -1.037 -0.903
H -0.764 1.490 1.368
H 0.331 -2.401 -1.484
H 1.292 -0.437 2.055
*
```



# 3
The following is a DFT calculation (ωB97M-V/def2-TZVPD) of C6H15F2K3NO8PS2 as an isolated structure in a non-equilibrium geometry.

Calculated values
**LUMO**: -7.270 eV
**Maximum force**: 9.703 eV/Å

Structure (ORCA input):
```
! RIJCOSX wB97M-V def2-TZVPD def2/J DEFGRID3
* xyz 2 1
K 5.908 -0.689 -1.801
K 2.906 5.612 1.149
K 4.711 5.104 -2.070
N 3.988 3.342 -0.140
S 4.729 2.551 1.144
O 5.842 1.634 0.884
O 3.871 2.439 2.325
F 5.505 3.870 1.594
S 3.045 2.188 -0.385
O 1.902 2.204 0.458
O 3.655 0.893 -0.825
F 2.337 2.631 -1.716
C 1.006 -1.004 -2.564
C 0.418 -0.724 -1.165
O -0.584 -1.572 -0.789
P -1.286 -1.254 0.686
O -0.402 -0.749 1.752
O -2.729 -0.528 0.396
C -3.633 -0.307 1.521
C -3.545 1.186 1.760
O -1.853 -2.696 1.211
C -3.065 -3.203 0.637
C -3.049 -3.313 -0.928
H 1.107 -2.065 -2.793
H 0.432 -0.539 -3.366
H 2.065 -0.768 -2.669
H 1.129 -0.760 -0.340
H 0.185 0.339 -1.218
H -4.626 -0.750 1.453
H -3.269 -0.815 2.414
H -2.513 1.462 1.977
H -4.025 1.727 0.944
H -4.128 1.488 2.629
H -3.117 -4.255 0.920
H -3.950 -2.676 0.993
H -3.798 -3.979 -1.356
H -3.096 -2.362 -1.460
H -2.073 -3.662 -1.264
*
```



# 4
The following is a DFT calculation (ωB97M-V/def2-TZVPD) of C6H15F9FeN8O25S7 as an isolated structure in a non-equilibrium geometry.

Calculated values
**LUMO (alpha / beta)**: 2.482 / 1.634 eV
**Maximum force**: 10.762 eV/Å

Structure (ORCA input):
```
! RIJCOSX wB97M-V def2-TZVPD def2/J DEFGRID3
* xyz -2 7
Fe -25.286 -14.018 -23.076
C -21.056 -14.253 -24.810
F -21.167 -15.579 -24.767
F -19.787 -13.974 -24.903
F -21.621 -13.796 -25.926
S -21.860 -13.325 -23.242
O -21.597 -11.889 -23.295
O -23.327 -13.538 -23.299
O -21.255 -13.944 -22.037
N -25.577 -12.154 -22.951
S -25.478 -10.896 -23.738
O -24.326 -10.098 -23.440
O -26.662 -10.247 -24.325
F -25.053 -11.644 -25.076
S -26.120 -11.073 -21.643
O -27.336 -10.250 -21.719
O -25.083 -10.741 -20.637
F -26.717 -12.354 -20.949
N -24.965 -15.042 -21.538
S -24.165 -14.634 -20.097
O -22.762 -15.042 -20.011
O -24.997 -14.459 -18.860
F -23.895 -13.115 -20.531
S -25.513 -16.268 -20.798
O -26.784 -16.071 -20.086
O -24.585 -17.329 -20.406
F -26.090 -16.913 -22.148
N -25.425 -14.945 -24.683
S -26.323 -14.657 -26.151
O -27.543 -15.409 -26.411
O -25.669 -13.985 -27.209
F -26.994 -13.346 -25.552
S -24.716 -16.133 -25.402
O -23.607 -15.838 -26.288
O -25.501 -17.368 -25.643
F -23.891 -16.483 -24.035
C -28.935 -11.235 -26.856
N -30.333 -11.748 -26.907
O -30.803 -12.226 -25.879
O -31.028 -11.519 -27.884
H -28.549 -11.063 -25.851
H -28.924 -10.355 -27.498
H -28.363 -12.078 -27.243
C -27.597 -16.235 -31.086
N -27.565 -16.851 -29.748
O -26.642 -16.514 -29.005
O -28.476 -17.601 -29.490
H -27.350 -15.210 -30.811
H -28.567 -16.300 -31.579
H -26.923 -16.747 -31.773
C -23.312 -15.141 -29.795
N -24.198 -15.033 -30.982
O -24.518 -13.907 -31.332
O -24.478 -16.031 -31.613
H -22.893 -16.146 -29.843
H -23.831 -15.079 -28.839
H -22.469 -14.451 -29.758
C -29.239 -15.735 -21.971
N -28.603 -14.615 -22.760
O -27.405 -14.446 -22.662
O -29.309 -14.106 -23.650
H -30.269 -15.909 -22.285
H -29.277 -15.422 -20.927
H -28.639 -16.644 -21.941
C -28.652 -18.323 -26.477
N -29.095 -17.718 -25.223
O -28.263 -17.173 -24.518
O -30.309 -17.687 -24.983
H -28.613 -17.474 -27.160
H -29.212 -19.188 -26.832
H -27.663 -18.768 -26.372
*
```



# 5
The following is a DFT calculation (ωB97M-V/def2-TZVPD) of a 2-piece molecular cluster, C6H15FN3O3S overall in a non-equilibrium geometry.

Calculated values
**LUMO**: 2.656 eV
**Maximum force**: 5.914 eV/Å

Structure (ORCA input):
```
! RIJCOSX wB97M-V def2-TZVPD def2/J DEFGRID3
* xyz -1 1
C 1.799 -0.314 0.775
C 0.569 0.756 0.943
C -0.157 0.447 2.413
C -1.386 -0.596 2.118
C -2.495 -0.086 1.028
N -2.611 1.412 0.868
S 1.151 2.531 1.077
O 2.045 2.933 -0.143
O 1.943 2.785 2.388
F -0.240 3.590 1.032
H 1.827 -1.112 1.643
H 1.583 -0.938 -0.219
H 2.845 0.208 0.731
H -0.509 1.417 2.966
H 0.632 -0.073 3.141
H -1.879 -0.928 3.147
H -0.888 -1.582 1.665
H -2.225 -0.576 -0.008
H -3.548 -0.481 1.379
H -2.059 1.770 0.054
H -2.414 1.939 1.745
C 0.545 -1.605 -3.116
O 0.060 -1.527 -1.999
N 1.663 -2.305 -3.380
N 0.007 -0.997 -4.190
H 2.069 -2.375 -4.298
H 2.105 -2.781 -2.606
H -0.835 -0.458 -4.043
H 0.400 -1.055 -5.114
*
```



# 6
The following is a DFT calculation (ωB97M-V/def2-TZVPD) of C6H15HfNO14S3 as an isolated structure in a non-equilibrium geometry.

Calculated values
**LUMO**: 4.413 eV
**Maximum force**: 3.937 eV/Å

Structure (ORCA input):
```
! RIJCOSX wB97M-V def2-TZVPD def2/J DEFGRID3
* xyz -2 1
Hf -0.448 -0.530 0.322
S 2.089 -1.429 1.713
O 1.186 -0.256 1.906
O 3.451 -1.000 1.410
O 1.959 -2.477 2.713
O 1.322 -1.867 0.513
S -2.861 0.236 -1.257
O -4.120 0.409 -0.569
O -2.205 -1.056 -0.881
O -2.944 0.539 -2.659
O -1.748 1.075 -0.680
S -2.067 -1.741 2.551
O -1.536 -2.042 3.855
O -1.907 -0.330 2.032
O -1.227 -2.318 1.466
O -3.456 -2.128 2.421
C -1.152 2.377 2.101
O -0.152 1.778 1.292
C 0.838 2.694 0.862
C 1.812 1.866 0.021
N 1.073 0.923 -0.836
C 2.037 0.123 -1.647
C 1.256 -0.851 -2.514
O 0.271 -1.512 -1.759
C -0.472 -2.489 -2.451
H -0.994 2.115 3.152
H -2.095 1.879 1.871
H -1.255 3.454 1.964
H 1.314 3.119 1.749
H 0.350 3.472 0.264
H 2.570 1.385 0.636
H 2.370 2.623 -0.556
H 0.732 1.567 -1.550
H 2.775 -0.348 -0.994
H 2.660 0.799 -2.248
H 1.957 -1.537 -2.997
H 0.732 -0.284 -3.296
H 0.154 -3.243 -2.934
H -1.103 -1.986 -3.190
H -1.164 -3.009 -1.797
*
```